1.
This record from the Open Molecules 2025 dataset describes an isolated molecule of C4H7NO2. The level of theory is ωB97M-V/def2-TZVPD.

```
14
Properties=species:S:1:pos:R:3:forces:R:3:lowdin_charge:R:1
H 1.69808 -1.34217 0.58887 -0.06 0.05 0.06 0.0740
N 0.76027 -1.01855 0.37560 0.06 0.31 -0.04 0.1669
C 0.75451 0.18568 -0.01508 0.15 -0.17 0.10 -0.4845
C 1.90806 1.14232 -0.13374 0.07 -0.02 -0.03 0.0012
O -0.39572 0.78622 -0.38347 0.06 -0.02 -0.08 -0.0395
C -1.63228 0.16749 -0.03080 -0.20 -0.01 0.13 -0.1256
C -1.71544 -1.35264 -0.02609 -0.23 -0.11 0.16 -0.2842
O -2.37231 -1.92165 0.81279 0.27 0.20 -0.42 0.0431
H 1.85786 1.86503 0.68713 -0.02 -0.09 -0.11 0.0914
H 2.86394 0.61693 -0.08088 -0.16 0.05 -0.01 0.0811
H 1.84595 1.70090 -1.07079 -0.01 -0.09 0.11 0.0869
H -1.95805 0.52269 0.95116 0.10 -0.05 -0.05 0.1342
H -2.34109 0.52566 -0.78605 0.03 -0.06 0.13 0.1346
H -1.27378 -1.87791 -0.88866 -0.05 -0.01 0.07 0.1205
```
Forces are in eV/Å.

Energy above the lowest of the compared OMol25 structures with the same formula, charge and spin: 147.55 kJ/mol
Multiplicity: 1
Structure (SMILES): [H]/N=C(\C)OCC=O
E_HOMO: -9.59 eV
Net charge: 0



2.
This record from the Open Molecules 2025 dataset describes an isolated molecule of C4H7NO2. The level of theory is ωB97M-V/def2-TZVPD.

```
14
Properties=species:S:1:pos:R:3:forces:R:3:lowdin_charge:R:1
C -0.78119 1.71424 -0.33028 -0.60 -0.62 0.72 0.0453
C -1.45538 0.66315 0.18180 -0.60 1.87 -0.30 -0.0688
C -1.34267 -0.79390 -0.07297 0.75 0.67 0.33 -0.4752
O -2.31992 -1.50304 -0.05472 0.06 -0.33 -0.12 0.0823
N -0.06061 -1.32388 -0.18623 -0.50 0.13 -0.08 0.0580
O 0.97813 -0.51659 -0.66104 -1.14 -0.23 -0.38 -0.1894
C 1.92759 -0.37532 0.35200 0.85 0.65 0.09 -0.1038
H -1.14718 2.72048 -0.09617 0.18 -0.41 -0.11 0.0661
H 0.10094 1.63747 -0.93994 0.06 -0.10 -0.14 0.0535
H -2.37418 0.94029 0.73364 0.57 -0.54 -0.23 0.1141
H -0.06093 -2.20766 -0.65139 0.12 -0.66 -0.27 0.1429
H 2.34752 -1.34993 0.59374 0.21 0.03 0.20 0.0852
H 1.50993 0.10915 1.24338 0.05 -0.14 -0.13 0.0903
H 2.67793 0.28553 -0.11183 -0.02 -0.33 0.44 0.0994
```
Forces are in eV/Å.

Energy above the lowest of the compared OMol25 structures with the same formula, charge and spin: 312.66 kJ/mol
Multiplicity: 1
Structure (SMILES): C=CC(=O)NOC
E_HOMO: -10.05 eV
Net charge: 0



Number 1: Kohn-Sham gap 10.4 eV. Number 2: Kohn-Sham gap 10.7 eV.